Entry 1:
C42H32FHgN6O7 | the ωB97M-V functional and the def2-TZVPD basis

Last column: natural (NBO) charge in e.
Positions of all 89 atoms, in Å:
Hg1 -0.5872 0.8517 0.9611  1.688
O1 -0.9661 2.5554 2.2148  -0.790
C1 -0.8409 2.6922 3.4617  0.435
C2 -1.8081 3.4705 4.1809  -0.261
C3 -1.6842 3.7521 5.5092  -0.201
C4 -0.5832 3.2833 6.2371  -0.335
C5 0.3470 2.4999 5.6015  -0.137
C6 0.2483 2.1629 4.2424  -0.285
C7 1.2456 1.3094 3.6834  0.174
N1 1.2712 0.8254 2.5004  -0.535
C8 2.3769 0.0078 2.0965  -0.236
C9 1.8852 -1.1983 1.2813  -0.239
N2 1.1177 -0.7091 0.1822  -0.525
C10 1.3419 -1.1239 -0.9994  0.220
C11 0.4869 0.8873 -2.3876  -0.157
C12 0.6441 0.6153 -3.8941  -0.248
C13 -0.6170 0.6790 -4.6820  -0.288
C14 -1.7500 1.1403 -4.1321  -0.161
C15 -1.8224 1.6366 -2.8054  -0.455
C16 -0.7869 1.5647 -1.9078  0.470
O2 -0.8574 2.0340 -0.7200  -0.861
H1 -2.6545 3.8308 3.6112  0.204
H2 -2.4428 4.3409 6.0135  0.192
H3 -0.4809 3.5277 7.2872  0.189
H4 1.1940 2.1245 6.1675  0.185
H5 2.0727 1.0530 4.3773  0.128
H6 2.9889 -0.3360 2.9539  0.159
H7 3.0162 0.6102 1.4395  0.212
H8 1.2382 -1.8248 1.9042  0.204
H9 2.7475 -1.8066 0.9476  0.165
H10 2.0706 -1.9337 -1.1719  0.149
H11 1.4416 1.1997 -4.3752  0.197
H12 -0.5722 0.2955 -5.6930  0.182
H13 -2.6603 1.1467 -4.7218  0.191
H14 -2.7676 2.0210 -2.4530  0.199
C17 2.3104 -3.5027 -3.7687  -0.619
C18 2.8354 -2.2467 -4.4758  -0.010
C19 4.3393 -2.3894 -4.6985  -0.395
C20 4.9237 -1.0410 -5.0858  -0.410
C21 4.6613 -0.0747 -3.9657  -0.082
C22 5.6555 0.7911 -3.5686  -0.252
C23 5.3774 1.7144 -2.5783  0.317
F1 6.3721 2.5559 -2.1664  -0.350
C24 4.1186 1.8131 -2.0411  -0.181
C25 3.0818 0.9620 -2.4324  -0.228
C26 1.7812 1.3104 -1.7461  0.597
O3 1.8460 1.8514 -0.6593  -0.554
C27 0.5804 -0.6499 -2.1348  -0.278
C28 1.0825 -0.8284 -3.5659  -0.023
N3 2.4943 -1.0539 -3.7195  -0.463
C29 3.3755 -0.0692 -3.3730  0.288
C30 -0.9000 -1.4132 -1.9005  0.853
O4 -1.0832 -2.2930 -2.7232  -0.731
O5 -1.5123 -1.0199 -0.9293  -0.711
H15 2.4921 -4.3677 -4.4046  0.196
H16 1.2469 -3.4282 -3.5562  0.253
H17 2.8408 -3.6474 -2.8296  0.198
H18 2.3400 -2.1706 -5.4606  0.176
H19 4.5125 -3.1418 -5.4728  0.204
H20 4.8191 -2.7262 -3.7760  0.199
H21 4.4389 -0.6762 -5.9974  0.204
H22 5.9962 -1.1172 -5.2826  0.202
H23 6.6304 0.7626 -4.0343  0.208
H24 3.9051 2.5590 -1.2906  0.245
H25 0.5217 -1.5850 -4.1180  0.254
O6 -7.4286 -2.3370 3.6170  -0.560
N4 -7.0012 -1.4061 2.8911  0.427
O7 -7.8022 -0.7034 2.2329  -0.555
C31 -5.6338 -1.1849 2.8499  0.035
C32 -4.8387 -1.9775 3.6876  -0.281
C33 -3.4552 -1.8592 3.7292  0.001
C34 -2.6487 -2.6291 4.6068  -0.188
C35 -1.2989 -2.4116 4.6308  -0.265
C36 -0.7498 -1.4488 3.7755  -0.009
N5 -1.4638 -0.7512 2.9106  -0.438
C37 -2.7812 -0.9310 2.8784  0.107
C38 -3.5752 -0.1074 1.9977  0.254
N6 -2.9195 0.7652 1.2251  -0.513
C39 -3.5966 1.6304 0.4929  0.065
C40 -4.9846 1.6417 0.4627  -0.271
C41 -5.6885 0.7130 1.2007  -0.147
C42 -4.9962 -0.1987 2.0130  -0.095
H26 -5.3329 -2.6882 4.3326  0.233
H27 -3.1219 -3.3616 5.2478  0.198
H28 -0.6520 -2.9683 5.2965  0.199
H29 0.3073 -1.2314 3.8188  0.178
H30 -3.0011 2.3324 -0.0757  0.231
H31 -5.5062 2.3703 -0.1418  0.203
H32 -6.7661 0.6781 1.1681  0.257

Output
frontier orbital gap (alpha / beta) = 4.488 / 5.500 eV
2S+1 = 2
relative energy (zero: lowest compared OMol25 entry of this formula, charge and spin) = 17.66 kcal per mole
LUMO (alpha / beta) = 3.8 / 3.8 eV
net charge = -2
molar mass = 952.341 g mol⁻¹
⟨S²⟩ = 0.7873
HOMO level (alpha / beta) = -0.71 / -1.72 eV

---

Entry 2:
C42H34BrN6O3SV | the ωB97M-V functional and the def2-TZVPD basis

Last column: Mulliken spin population.
Positions of all 88 atoms, in Å:
V1 0.7091 0.5802 0.0004  2.816
O1 0.2755 2.5733 0.9924  -0.009
C1 -0.8830 3.2052 0.4475  -0.016
C2 -1.2912 2.6500 -0.8971  0.061
C3 -2.0767 3.4106 -1.7556  -0.008
C4 -2.4291 2.8905 -2.9858  0.016
C5 -1.9737 1.6243 -3.3334  -0.005
C6 -1.1988 0.9356 -2.4256  0.084
N1 -0.8676 1.4252 -1.2213  -0.043
H1 -0.0505 1.8300 1.5513  -0.013
H2 -0.6555 4.2655 0.3372  0.000
H3 -1.7131 3.1173 1.1531  0.001
H4 -2.3944 4.4004 -1.4548  0.000
H5 -3.0370 3.4659 -3.6711  0.001
H6 -2.2086 1.1789 -4.2895  0.000
H7 -0.8206 -0.0531 -2.6582  -0.005
N2 1.1107 -1.4367 -0.7104  -0.040
C7 2.0707 -1.3871 -1.7881  -0.049
C8 2.5986 -2.5037 -2.3717  0.004
C9 3.5158 -2.3980 -3.4400  -0.006
C10 3.8826 -1.1754 -3.9200  0.006
C11 3.3623 0.0031 -3.3339  -0.004
C12 3.7096 1.3007 -3.7776  0.033
C13 3.1948 2.3915 -3.1406  -0.009
C14 2.3331 2.1927 -2.0463  0.115
N3 1.9755 1.0061 -1.6089  -0.080
C15 2.4693 -0.1047 -2.2504  0.050
H8 1.4773 -1.9965 0.0556  0.006
H9 0.2451 -1.9255 -0.9906  -0.005
H10 2.2975 -3.4816 -2.0165  0.001
H11 3.9205 -3.2992 -3.8799  0.000
H12 4.5751 -1.0893 -4.7475  0.000
H13 4.3818 1.4116 -4.6194  0.001
H14 3.4395 3.3977 -3.4486  0.000
H15 1.9344 3.0414 -1.5005  -0.002
Br1 6.5503 -3.4029 11.1582  0.000
C16 5.6846 -2.8259 9.5818  0.001
C17 6.4285 -2.6213 8.4326  -0.001
C18 5.7784 -2.2089 7.2794  0.001
C19 4.4075 -2.0051 7.2848  0.000
C20 3.6690 -2.2051 8.4464  0.001
C21 4.3103 -2.6177 9.5992  0.000
N4 3.8436 -1.5856 6.0376  0.007
N5 2.6162 -1.4394 6.0737  -0.003
C22 1.9916 -1.0325 4.8687  0.001
C23 0.6194 -1.1062 4.9263  -0.006
C24 -0.2124 -0.7662 3.8527  0.010
C25 0.3382 -0.3293 2.6676  0.014
O2 -0.3864 0.0455 1.6299  -0.023
C26 1.7764 -0.2459 2.5809  0.004
N6 2.2683 0.1974 1.3818  -0.014
C27 3.5682 0.3308 1.2345  0.057
C28 4.4740 0.0558 2.2658  -0.005
C29 4.0053 -0.3851 3.4721  0.017
C30 2.6148 -0.5700 3.6701  -0.001
H16 7.4976 -2.7785 8.4394  0.000
H17 6.3313 -2.0444 6.3637  0.000
H18 2.6022 -2.0339 8.4397  0.000
H19 3.7524 -2.7765 10.5114  0.000
H20 0.1848 -1.4495 5.8562  0.000
H21 -1.2888 -0.8329 3.9387  0.003
H22 3.9166 0.6772 0.2678  -0.004
H23 5.5320 0.1988 2.0974  0.000
H24 4.6832 -0.5961 4.2834  0.003
O3 -1.4787 -2.6848 -0.8575  -0.004
S1 -2.5333 -1.6298 -0.6657  0.041
C31 -3.9913 -2.2449 -1.4918  0.003
C32 -4.9220 -1.3302 -1.9578  -0.001
C33 -6.0621 -1.7951 -2.5989  0.000
C34 -6.2450 -3.1581 -2.7789  0.000
C35 -5.2936 -4.0622 -2.3211  0.000
C36 -4.1560 -3.6095 -1.6731  0.000
C37 -3.1095 -1.7739 1.0196  -0.003
C38 -3.8436 -0.7332 1.5640  -0.003
C39 -4.3028 -0.8450 2.8668  0.000
C40 -4.0114 -1.9828 3.6095  0.000
C41 -3.2573 -3.0076 3.0547  0.000
C42 -2.7973 -2.9072 1.7491  0.002
H25 -4.7619 -0.2667 -1.8190  0.001
H26 -6.8000 -1.0942 -2.9657  0.000
H27 -7.1301 -3.5197 -3.2853  0.000
H28 -5.4398 -5.1236 -2.4716  0.000
H29 -3.3960 -4.2945 -1.3205  0.000
H30 -4.0569 0.1539 0.9782  0.000
H31 -4.8820 -0.0439 3.3066  0.000
H32 -4.3691 -2.0666 4.6274  0.000
H33 -3.0246 -3.8876 3.6399  0.000
H34 -2.1970 -3.6870 1.2987  0.000

Output
frontier orbital gap (alpha / beta) = 6.517 / 6.661 eV
2S+1 = 4
relative energy (zero: lowest compared OMol25 entry of this formula, charge and spin) = 0.00 kcal per mole
LUMO (alpha / beta) = -2.9 / -2.9 eV
net charge = +1
molar mass = 833.688 g mol⁻¹
⟨S²⟩ = 3.7614
HOMO level (alpha / beta) = -9.37 / -9.60 eV